Record 1
The following is a quantum chemistry calculation of a cluster of 2 separate species, C3H8N2O2 in total, from the Open Molecules 2025 dataset.

Results
**Energy above the lowest of the compared OMol25 structures with the same formula, charge and spin**: 90.3 kJ/mol
**Electronic energy**: -10316.0164 eV
**Structure (SMILES)**: [H]/N=C(\N)O.CC=O
**E_HOMO**: -0.342 hartree
**Spin multiplicity**: 1
**Strongest force on any atom**: 0.6 eV/A
**E_LUMO**: 1.0 eV

Each line ends with the natural charge from an NBO analysis.
Cartesian coordinates (Å):
H 1.78119 -1.01262 -0.81040  0.34
N 1.07847 -0.54907 -0.23808  -0.84
C 1.27831 0.71563 -0.22672  0.71
N 2.29621 1.40307 -0.85877  -0.84
O 0.47162 1.58305 0.38468  -0.70
H 2.45807 2.31433 -0.45358  0.39
H 3.13281 0.86349 -1.01494  0.38
H -0.27517 1.11293 0.82672  0.51
C -1.76296 -1.01642 -0.30072  -0.73
C -1.73494 -0.75754 1.16538  0.49
O -1.45193 0.29363 1.70908  -0.57
H -1.00637 -1.76713 -0.54143  0.27
H -1.52641 -0.13215 -0.89111  0.24
H -2.75425 -1.42967 -0.55664  0.23
H -1.98465 -1.62153 1.80654  0.12

=====

Record 2
The following is a quantum chemistry calculation of a cluster of 2 separate species, CH5P in total in a non-equilibrium geometry, from the Open Molecules 2025 dataset.

Results
**Energy above the lowest of the compared OMol25 structures with the same formula, charge and spin**: 0.0 kJ/mol
**Electronic energy**: -10402.3115 eV
**E_HOMO (alpha / beta)**: -0.308 / -0.380 hartree
**Spin multiplicity**: 3
**Strongest force on any atom**: 3.3 eV/A
**E_LUMO (alpha / beta)**: 1.1 / -1.5 eV

Each line ends with the natural charge from an NBO analysis.
Cartesian coordinates (Å):
C 1.30999 -0.02793 -0.33643  -0.48
P -1.57173 0.42683 1.19453  0.13
H 1.20663 0.80602 0.23452  0.16
H 0.93974 -0.26045 -1.31580  0.17
H 1.10926 -0.88673 0.28243  0.15
H -1.00250 1.67823 1.09191  -0.06
H -1.28365 0.16803 2.47278  -0.07

=====

Record 3
The following is a quantum chemistry calculation of a structure of composition H7O3 in a non-equilibrium geometry, from the Open Molecules 2025 dataset.

Results
**Charge**: +1
**Energy above the lowest of the compared OMol25 structures with the same formula, charge and spin**: 96.0 kJ/mol
**Electronic energy**: -6248.4254 eV
**E_HOMO**: -0.613 hartree
**Spin multiplicity**: 1
**Strongest force on any atom**: 1.4 eV/A
**E_LUMO**: -4.1 eV

Each line ends with the natural charge from an NBO analysis.
Cartesian coordinates (Å):
O 0.24128 0.12535 1.70038  -0.81
H 0.41122 -0.80877 1.92572  0.54
H 0.91943 0.68216 2.12540  0.54
O 1.09716 0.38339 -0.57647  -0.85
H 0.57551 1.19839 -0.60732  0.52
H 0.60627 0.01506 0.57604  0.51
O -1.28879 -0.39570 -1.00689  -0.99
H 0.69681 -0.24067 -1.20573  0.54
H -2.00603 0.17171 -1.30230  0.51
H -1.25286 -1.13092 -1.62883  0.49

=====

Record 4
The following is a quantum chemistry calculation of an isolated molecule of CH6OP2S in a non-equilibrium geometry, from the Open Molecules 2025 dataset.

Results
**Energy above the lowest of the compared OMol25 structures with the same formula, charge and spin**: 110.3 kJ/mol
**Electronic energy**: -32593.4631 eV
**Structure (SMILES)**: C[PH]1(O)PS1
**E_HOMO**: -0.295 hartree
**Spin multiplicity**: 1
**Strongest force on any atom**: 3.4 eV/A
**E_LUMO**: 0.5 eV

Each line ends with the natural charge from an NBO analysis.
Cartesian coordinates (Å):
C -0.93908 -0.74857 -0.77210  -1.04
P 0.22026 0.02227 0.26212  1.23
O -0.45833 1.42561 0.80901  -1.08
P 1.82492 1.09749 -0.47065  0.25
S 2.21059 -0.93679 -0.45790  -0.61
H -0.60474 -1.84067 -0.78436  0.28
H -1.92995 -0.78804 -0.24868  0.25
H -1.22365 -0.34076 -1.73864  0.27
H 0.23246 -0.85120 1.42929  -0.01
H -1.36577 1.71100 1.13817  0.51
H 2.03330 1.24966 0.83373  -0.05

=====

Record 5
The following is a quantum chemistry calculation of a cluster of 10 separate species, C52H53N10O4S in total in a non-equilibrium geometry, from the Open Molecules 2025 dataset.

Results
**Charge**: +1
**Electronic energy**: -88695.9922 eV
**E_HOMO**: -0.396 hartree
**Spin multiplicity**: 1
**Strongest force on any atom**: 5.1 eV/A
**E_LUMO**: -6.1 eV

Each line ends with the Löwdin charge.
Cartesian coordinates (Å):
C 3.91909 -0.77903 -0.70354  -0.12
S 3.42217 0.57241 -1.91292  0.73
O 3.25098 -0.01354 -3.30754  -0.37
O 2.18716 1.31701 -1.49276  -0.34
C 4.86703 1.75080 -1.96539  -0.12
C 5.67641 1.83573 -3.30276  0.09
N 6.83602 2.71999 -3.36608  0.08
C 7.26421 3.51950 -2.22292  0.04
C 6.51160 3.52521 -0.85916  0.09
C 5.25167 2.58380 -0.71586  0.02
C 4.52135 2.55980 0.69562  -0.33
O 3.60177 1.79341 1.03853  0.09
O 4.95595 3.53825 1.66097  0.03
H 4.93275 -0.47020 -0.23211  0.07
H 4.08105 -1.79049 -1.20563  0.07
H 3.14680 -0.77403 0.13488  0.09
H 5.38981 1.22459 -4.23957  0.16
H 7.36349 2.72675 -4.25405  0.17
H 8.18912 4.17869 -2.30338  0.15
H 6.89091 4.18062 0.01013  0.14
H 5.74095 3.14676 2.11742  0.14
N 2.29659 -3.30854 -1.74690  0.04
C 2.21805 -4.63759 -1.56264  -0.15
C 1.25501 -5.44144 -2.15031  -0.07
C 0.31290 -4.84158 -2.97469  -0.07
C 0.36913 -3.47093 -3.18051  -0.06
C 1.37311 -2.75495 -2.55002  -0.14
H 2.97427 -5.05930 -0.90816  0.10
H 1.24118 -6.50891 -1.96846  0.11
H -0.45796 -5.43668 -3.45240  0.10
H -0.35032 -2.97138 -3.81645  0.08
H 1.46114 -1.68136 -2.68204  0.08
N 1.37400 5.03268 4.18767  0.06
C 1.95068 4.30883 3.21330  -0.16
C 1.25281 3.46701 2.36167  -0.08
C -0.12127 3.36121 2.52581  -0.08
C -0.74316 4.09592 3.52553  -0.08
C 0.04241 4.91240 4.32295  -0.15
H 3.02628 4.42346 3.12758  0.08
H 1.76863 2.90925 1.59189  0.07
H -0.70303 2.71176 1.88019  0.11
H -1.81317 4.03605 3.68113  0.08
H -0.39773 5.50923 5.11555  0.10
N -2.75866 -3.60131 -4.51814  0.05
C -3.10035 -2.59030 -3.70156  -0.16
C -4.35349 -2.45229 -3.12752  -0.07
C -5.31492 -3.41039 -3.41346  -0.07
C -4.99121 -4.46453 -4.25478  -0.08
C -3.70900 -4.51566 -4.77656  -0.15
H -2.31572 -1.86490 -3.51027  0.09
H -4.57231 -1.61722 -2.47367  0.10
H -6.30804 -3.33661 -2.98393  0.11
H -5.71697 -5.22767 -4.49837  0.06
H -3.40651 -5.32251 -5.43680  0.10
N -4.81563 -5.88106 0.51980  0.06
C -4.03993 -5.72680 1.60517  -0.15
C -2.68655 -5.43339 1.55069  -0.08
C -2.09490 -5.29415 0.30320  -0.08
C -2.87271 -5.45036 -0.83494  -0.07
C -4.21836 -5.73950 -0.67421  -0.15
H -4.54731 -5.84836 2.55672  0.10
H -2.10991 -5.31718 2.46003  0.10
H -1.03749 -5.06578 0.21867  0.10
H -2.44393 -5.34910 -1.82468  0.08
H -4.86827 -5.86698 -1.53401  0.09
N -3.50320 5.28498 4.77358  0.04
C -3.71102 5.46381 6.08862  -0.14
C -4.21929 6.62988 6.63755  -0.07
C -4.52902 7.67726 5.78209  -0.08
C -4.32254 7.52076 4.41895  -0.07
C -3.81309 6.31407 3.96811  -0.15
H -3.45062 4.61790 6.71674  0.11
H -4.36877 6.71722 7.70644  0.10
H -4.92778 8.60670 6.17380  0.11
H -4.55270 8.31764 3.72282  0.10
H -3.63744 6.14225 2.91065  0.10
N 3.47666 7.50260 -3.40896  0.06
C 2.18003 7.15239 -3.40321  -0.13
C 1.72436 5.88436 -3.07730  -0.06
C 2.66008 4.91782 -2.74090  -0.07
C 4.00748 5.25307 -2.74082  -0.09
C 4.36078 6.54969 -3.07809  -0.15
H 1.48741 7.94159 -3.67632  0.11
H 0.66544 5.65885 -3.08685  0.11
H 2.34298 3.91257 -2.48080  0.09
H 4.76421 4.52437 -2.48417  0.04
H 5.40120 6.86101 -3.08880  0.10
N -1.74253 -0.28738 6.91365  0.05
C -1.57119 -0.43539 5.58991  -0.15
C -0.61051 0.24200 4.85619  -0.08
C 0.22112 1.12804 5.52520  -0.09
C 0.06554 1.30225 6.89254  -0.07
C -0.92286 0.57500 7.53640  -0.15
H -2.24779 -1.13658 5.11195  0.10
H -0.51536 0.08136 3.78922  0.10
H 0.98475 1.67842 4.98533  0.10
H 0.69739 1.98627 7.44546  0.10
H -1.08185 0.67337 8.60560  0.10
N 7.28624 -0.23661 2.50603  0.04
C 5.99123 -0.59426 2.50916  -0.17
C 5.54217 -1.86280 2.83746  -0.07
C 6.48317 -2.82345 3.18025  -0.07
C 7.82818 -2.48192 3.18371  -0.06
C 8.17568 -1.18470 2.84318  -0.15
H 5.29482 0.19080 2.23109  0.08
H 4.48420 -2.09448 2.82534  0.11
H 6.17134 -3.82850 3.44243  0.11
H 8.58887 -3.20654 3.44554  0.11
H 9.21378 -0.86851 2.83475  0.10
N -7.98660 -4.83467 -5.51774  0.06
C -8.06548 -6.16362 -5.33602  -0.15
C -9.02821 -6.96709 -5.92467  -0.07
C -9.96985 -6.36686 -6.74770  -0.08
C -9.91350 -4.99572 -6.95191  -0.07
C -8.90936 -4.28009 -6.32043  -0.14
H -7.30958 -6.58682 -4.68180  0.09
H -9.04187 -8.03471 -5.74408  0.10
H -10.74031 -6.96194 -7.22575  0.11
H -10.63273 -4.49450 -7.58753  0.10
H -8.82172 -3.20629 -6.45186  0.10

=====

Record 6
The following is a quantum chemistry calculation of a structure of composition C27H46BBiN7SSi, from the Open Molecules 2025 dataset.

Results
**Charge**: +1
**Energy above the lowest of the compared OMol25 structures with the same formula, charge and spin**: 0.0 kJ/mol
**Electronic energy**: -64400.2958 eV
**E_HOMO**: -0.351 hartree
**Spin multiplicity**: 1
**Strongest force on any atom**: 0.6 eV/A
**E_LUMO**: -3.6 eV

Each line ends with the Löwdin charge.
Cartesian coordinates (Å):
Bi 0.07043 -0.23098 -0.83475  1.32
N 1.19054 -2.28546 -4.56733  0.14
C 0.02759 -2.50750 -5.34570  -0.24
C -0.04590 -3.56595 -6.23591  -0.01
C -1.20377 -3.75519 -6.97645  -0.06
C -2.29443 -2.91467 -6.80637  -0.07
C -2.22686 -1.87023 -5.89589  -0.08
C -1.05557 -1.65693 -5.18553  -0.45
S -0.83858 -0.24241 -4.16194  0.99
N 0.16040 -0.94889 -2.94954  -0.52
C 1.09866 -1.78097 -3.29970  -0.36
C 2.06014 -2.15791 -2.27158  -0.21
C 3.12673 -3.03700 -2.47127  0.01
C 3.99128 -3.29820 -1.43396  -0.02
C 3.77698 -2.68139 -0.20074  -0.01
C 2.70626 -1.83944 -0.05776  -0.12
N 1.85799 -1.57629 -1.07188  -0.19
H 1.94500 -2.92706 -4.74059  0.13
H 0.79817 -4.23541 -6.35567  0.12
H -1.25425 -4.57256 -7.68308  0.11
H -3.19762 -3.07173 -7.37971  0.11
H -3.07082 -1.20611 -5.75515  0.10
H 3.28647 -3.50945 -3.42993  0.11
H 4.82504 -3.97230 -1.57337  0.12
H 4.43184 -2.84763 0.64290  0.12
H 2.50944 -1.34511 0.88427  0.08
C -5.50441 2.72618 0.00946  -0.05
N -4.27655 2.64535 -0.76267  -0.16
C -3.27655 3.63687 -0.42930  -0.07
C -3.91299 1.51783 -1.44466  -0.46
N -2.66897 1.18043 -1.55272  0.08
N -4.96868 0.79244 -1.97706  -0.17
C -4.69766 -0.55452 -2.43311  -0.07
C -5.97630 1.48526 -2.77066  -0.05
H -5.26531 2.86035 1.06870  0.09
H -6.08079 1.81261 -0.09906  0.09
H -6.11685 3.57364 -0.30763  0.09
H -2.89108 3.49872 0.58793  0.06
H -3.72184 4.63176 -0.49021  0.10
H -2.45023 3.57067 -1.13088  0.08
H -2.57117 0.47546 -2.27724  -0.06
H -4.22581 -0.57702 -3.42687  0.07
H -5.63885 -1.09995 -2.49793  0.09
H -4.04947 -1.06988 -1.72607  0.09
H -5.98086 2.54538 -2.53642  0.08
H -6.96852 1.07739 -2.57165  0.09
H -5.76603 1.37363 -3.84051  0.09
B 3.48045 -0.15125 3.29271  -0.35
C 2.09440 0.43873 2.89415  -0.10
N 1.06166 0.89384 2.62675  0.14
H 4.16313 0.82059 3.51290  0.03
H 3.90252 -0.81120 2.37239  0.00
H 3.26706 -0.80510 4.28537  0.03
C -1.75196 1.20065 1.92598  -0.18
Si -0.35488 2.01443 2.85396  0.63
C 0.26414 3.63139 2.11239  -0.61
C 0.29251 3.51860 0.58184  -0.11
C -0.68472 4.77055 2.51754  -0.08
C 1.68752 3.96949 2.58044  -0.08
C -0.69196 1.92269 4.70744  -0.61
C 0.42550 2.55421 5.54494  -0.08
C -2.02185 2.61976 5.03903  -0.08
C -0.81689 0.43890 5.09471  -0.09
H -2.68354 1.38784 2.46824  0.04
H -1.61947 0.11542 1.91951  0.02
H -1.91440 1.53461 0.89899  -0.03
H -0.68354 3.28893 0.15087  0.04
H 0.99518 2.75030 0.24797  0.04
H 0.63106 4.46872 0.15675  0.10
H -1.73049 4.55339 2.27775  0.07
H -0.40879 5.68036 1.97615  0.09
H -0.62277 4.99301 3.58434  0.07
H 2.42080 3.26334 2.18653  0.08
H 1.79098 3.98631 3.66539  0.07
H 1.95749 4.96278 2.20930  0.09
H 0.51201 3.62848 5.37257  0.07
H 1.39917 2.09605 5.35248  0.08
H 0.20367 2.41240 6.60678  0.09
H -2.03003 3.67389 4.75722  0.07
H -2.18698 2.56939 6.11903  0.09
H -2.87487 2.13301 4.56173  0.07
H 0.12872 -0.09547 4.98578  0.07
H -1.57511 -0.08242 4.50428  0.08
H -1.11463 0.36569 6.14467  0.09